{"formula": "C36H46B2F4MnN6O4S2Si2Te", "method": "ωB97M-V/def2-TZVPD", "elements": ["Mn", "C", "C", "N", "O", "B", "F", "F", "O", "N", "C", "C", "C", "N", "O", "B", "F", "F", "O", "N", "C", "C", "C", "H", "H", "H", "H", "H", "H", "H", "H", "H", "H", "H", "H", "S", "C", "C", "C", "C", "C", "C", "N", "C", "C", "C", "C", "C", "C", "C", "C", "N", "C", "C", "C", "C", "C", "S", "C", "H", "H", "H", "H", "H", "H", "H", "H", "H", "H", "H", "H", "C", "Si", "C", "C", "C", "Te", "C", "Si", "C", "C", "C", "H", "H", "H", "H", "H", "H", "H", "H", "H", "H", "H", "H", "H", "H", "H", "H", "H", "H", "H", "H", "H", "H"], "coordinates": [[0.67909, -1.30544, 0.51080], [1.78984, -0.51440, -3.49922], [1.05166, -0.70793, -2.22299], [1.72109, -0.67419, -0.96648], [2.98368, -0.38573, -0.98248], [4.02671, -1.06545, -0.04669], [4.49122, -2.17957, -0.66789], [4.93130, -0.07924, 0.18397], [3.40791, -1.53315, 1.28485], [2.26853, -0.86653, 1.55020], [2.26667, 0.20077, 2.26294], [3.42981, 0.72838, 3.01711], [0.96203, 0.94223, 2.15918], [0.19508, 0.45925, 1.24732], [-0.92903, 1.13136, 0.91096], [-2.20498, 0.35465, 0.51920], [-3.00311, 1.33906, -0.00965], [-2.73832, -0.23953, 1.62500], [-1.95681, -0.69104, -0.54700], [-0.72179, -1.03228, -0.80441], [-0.28068, -0.91937, -2.13039], [-1.23112, -0.99476, -3.27458], [0.66514, 2.13451, 2.99532], [2.86459, -0.53683, -3.34036], [1.53538, 0.45313, -3.94161], [1.51306, -1.28384, -4.22059], [4.35592, 0.32830, 2.61353], [3.34090, 0.42909, 4.06486], [3.45179, 1.81625, 2.98260], [-2.25757, -0.89521, -2.92936], [-1.13838, -1.95295, -3.79132], [-1.02017, -0.21498, -4.00818], [1.33357, 2.95911, 2.73854], [0.84966, 1.89272, 4.04354], [-0.36592, 2.45261, 2.86888], [2.98087, -7.04115, -2.95018], [4.11910, -6.65344, -4.16012], [4.49701, -5.34686, -4.10804], [3.84389, -4.64313, -3.06002], [2.98810, -5.43774, -2.34821], [2.16423, -5.04952, -1.19654], [1.86643, -3.68505, -0.99789], [1.13343, -3.23902, 0.00246], [0.64904, -4.13219, 0.90607], [0.87233, -5.49831, 0.79620], [0.32530, -6.37614, 1.79866], [-0.37168, -5.88370, 2.84321], [-0.58970, -4.46655, 2.98268], [-1.26483, -3.88873, 4.07065], [-1.40350, -2.52222, 4.16592], [-0.86816, -1.74720, 3.11967], [-0.25345, -2.25987, 2.07078], [-0.09430, -3.60967, 2.00683], [-2.06213, -1.86075, 5.30191], [-2.55675, -2.44860, 6.43069], [-3.11509, -1.51032, 7.34107], [-3.02842, -0.23376, 6.88115], [-2.28681, -0.15891, 5.34520], [1.64458, -5.94484, -0.29101], [4.45192, -7.41500, -4.84606], [5.21980, -4.90641, -4.77685], [4.05529, -3.61203, -2.81514], [2.22769, -2.95606, -1.70643], [0.49715, -7.43999, 1.70450], [-0.76938, -6.54530, 3.60084], [-1.66102, -4.53685, 4.84199], [-0.95409, -0.67274, 3.15264], [-2.52661, -3.51058, 6.62469], [-3.55772, -1.77692, 8.28814], [-3.37135, 0.67017, 7.35678], [1.84490, -7.00560, -0.38882], [-4.50815, 4.32328, -1.09772], [-4.18477, 3.75022, -2.83123], [-4.62724, 1.96509, -3.06810], [-4.95865, 4.85003, -4.09606], [-2.28735, 3.88220, -3.15882], [-1.10770, 2.77621, -1.84921], [-0.69166, 4.28153, -0.47170], [1.07516, 4.98579, -0.68362], [1.21663, 5.69940, -2.38868], [1.30015, 6.25094, 0.64271], [2.23717, 3.54046, -0.46774], [-5.53889, 4.09054, -0.82216], [-4.38749, 5.40687, -1.02664], [-3.87306, 3.84903, -0.34617], [-5.69157, 1.81077, -2.88104], [-4.08918, 1.30339, -2.38414], [-4.42583, 1.65448, -4.09624], [-6.04545, 4.83458, -3.98503], [-4.73220, 4.53666, -5.11612], [-4.63581, 5.88605, -3.97963], [-1.93953, 4.91417, -3.08208], [-2.08002, 3.50336, -4.16189], [-0.79089, 3.82106, 0.51351], [-1.47096, 5.03394, -0.60040], [0.57495, 6.57352, -2.51596], [0.96415, 4.97893, -3.17193], [2.24376, 6.01971, -2.57474], [0.54866, 7.03896, 0.56837], [2.28041, 6.72476, 0.56308], [1.22594, 5.80834, 1.63802], [2.09585, 2.75900, -1.22102], [2.11340, 3.08010, 0.51561], [3.27731, 3.86262, -0.54620]], "atomic_forces_ev_per_a": [[0.357, -0.717, 1.144], [0.070, 0.051, -0.030], [0.255, 0.262, 0.097], [-0.502, -0.235, -0.505], [0.245, 0.128, -0.255], [0.128, -0.122, 0.730], [-0.015, -0.043, -0.179], [0.034, 0.039, -0.026], [-0.033, 0.142, -0.407], [-0.036, 0.112, -0.092], [-0.449, 0.241, -0.080], [0.011, -0.017, -0.012], [0.379, -0.119, 0.112], [-0.126, -0.050, -0.145], [-0.072, -0.210, -0.101], [0.218, 0.241, 0.905], [-0.054, -0.044, -0.206], [0.020, -0.105, -0.014], [-0.242, 0.291, -0.402], [0.041, 0.079, -0.329], [-0.205, -0.112, -0.063], [-0.027, -0.032, -0.062], [0.033, 0.004, -0.020], [-0.004, -0.016, 0.009], [0.028, -0.011, -0.001], [0.002, -0.004, 0.006], [-0.015, -0.015, 0.013], [0.009, 0.009, 0.015], [0.011, 0.000, -0.010], [0.004, 0.021, 0.005], [-0.010, -0.012, 0.021], [-0.008, 0.003, 0.016], [-0.024, 0.021, -0.010], [-0.017, 0.010, 0.008], [-0.002, -0.024, -0.004], [0.003, -0.158, -0.133], [-0.009, -0.037, 0.009], [-0.115, 0.080, 0.171], [0.204, -0.051, -0.178], [-0.194, 0.182, 0.318], [0.145, 0.197, -0.285], [-0.086, -0.108, -0.081], [0.024, 0.197, 0.181], [-0.154, 0.225, 0.089], [0.055, -0.234, -0.085], [0.050, 0.078, -0.061], [-0.001, 0.120, -0.006], [-0.120, -0.078, 0.195], [0.040, -0.235, -0.038], [-0.068, 0.314, 0.118], [-0.003, -0.056, 0.047], [0.121, -0.005, -0.126], [0.107, 0.043, -0.251], [0.167, -0.312, -0.278], [-0.102, 0.123, 0.205], [0.077, -0.121, -0.131], [-0.004, 0.028, -0.007], [-0.054, 0.175, 0.055], [-0.074, -0.161, 0.251], [0.004, -0.008, -0.011], [0.013, 0.005, -0.011], [-0.005, 0.029, 0.019], [0.067, 0.001, 0.002], [0.003, -0.007, -0.018], [-0.013, 0.001, 0.013], [-0.010, 0.004, -0.005], [-0.066, 0.018, -0.003], [0.001, -0.008, 0.003], [-0.004, 0.004, 0.013], [-0.010, 0.008, 0.010], [0.010, 0.006, -0.019], [-0.032, 0.127, 0.124], [0.113, -0.103, 0.092], [0.003, -0.155, -0.064], [-0.150, 0.138, -0.105], [0.080, 0.091, -0.068], [0.039, -0.184, -0.153], [-0.134, 0.001, 0.110], [0.053, -0.087, -0.079], [0.004, 0.050, -0.149], [-0.003, 0.122, 0.137], [0.048, -0.118, -0.009], [-0.021, 0.040, -0.008], [-0.001, 0.000, 0.070], [0.019, -0.042, -0.035], [-0.018, 0.006, -0.026], [0.013, 0.020, 0.008], [-0.015, -0.057, 0.013], [-0.007, 0.006, -0.005], [0.023, -0.023, -0.001], [0.004, 0.009, -0.003], [-0.031, 0.027, -0.049], [0.011, 0.026, -0.011], [-0.039, -0.005, 0.009], [0.023, 0.039, 0.053], [-0.006, 0.005, -0.007], [0.008, -0.007, -0.001], [0.000, 0.025, -0.005], [0.003, 0.011, 0.017], [0.015, -0.006, -0.005], [-0.008, 0.019, 0.018], [-0.007, 0.009, 0.004], [0.006, -0.026, 0.018], [0.004, 0.018, 0.014]], "s2": 8.782, "lumo_ev": [-5.55, -7.41], "spin_multiplicity": 6, "homo_lumo_gap_ev": [6.890, 5.039], "total_energy_ha": -5272.223760, "relative_energy_kcal_mol": 0.0, "total_charge": 2, "homo_ev": [-12.44, -12.45]}